Computed, not measured: a 13-piece molecular cluster, C29H63N5O34 overall in a non-equilibrium geometry, with the ωB97M-V functional and the def2-TZVPD basis.

Energy above the lowest of the compared OMol25 structures with the same formula, charge and spin: 0.0000 eV
Total energy: -3974.1630 Eh
Orbital gap: 9.76 eV
F_max: 4.53 eV Å⁻¹

Each atom is followed by the atoms it is bonded to, with distances in Å.
Atoms and positions in Å:
1 C -7.167 2.296 -1.986  O2 1.376, H7 1.090, H8 1.090, H9 1.090
2 O -6.682 2.060 -0.720  C1 1.376, C3 1.314
3 C -5.401 1.842 -0.519  O2 1.314, O4 1.235, O5 1.396
4 O -4.504 1.829 -1.368  C3 1.235
5 O -5.138 1.828 0.851  C3 1.396, C6 1.432
6 C -3.825 1.603 1.378  O5 1.432, H10 1.090, H11 1.090, H12 1.090
7 H -6.669 3.094 -2.536  C1 1.090
8 H -8.235 2.517 -1.969  C1 1.090
9 H -6.923 1.423 -2.592  C1 1.090
10 H -3.808 1.629 2.467  C6 1.090
11 H -3.079 2.307 1.010  C6 1.090
12 H -3.500 0.600 1.098  C6 1.090
13 C 0.675 -1.391 3.686  O14 1.417, H19 1.090, H20 1.090, H21 1.090
14 O 1.183 -1.665 4.980  C13 1.417, C15 1.375
15 C 2.522 -1.498 5.241  O14 1.375, O16 1.260, O17 1.368
16 O 3.364 -1.161 4.366  C15 1.260
17 O 2.731 -1.689 6.579  C15 1.368, C18 1.399
18 C 3.854 -1.123 7.192  O17 1.399, H22 1.090, H23 1.090, H24 1.090
19 H -0.400 -1.242 3.780  C13 1.090
20 H 0.978 -2.144 2.959  C13 1.090
21 H 1.119 -0.533 3.181  C13 1.090
22 H 4.584 -0.765 6.467  C18 1.090
23 H 4.233 -1.980 7.750  C18 1.090
24 H 3.610 -0.334 7.903  C18 1.090
25 C -2.782 -2.815 3.158  O26 1.403, H31 1.090, H32 1.090, H33 1.090
26 O -3.474 -3.583 4.108  C25 1.403, C27 1.385
27 C -3.498 -4.963 4.006  O26 1.385, O28 1.255, O29 1.387
28 O -3.905 -5.648 4.976  C27 1.255
29 O -3.257 -5.448 2.729  C27 1.387, C30 1.407
30 C -3.343 -6.843 2.568  O29 1.407, H34 1.090, H35 1.090, H36 1.090
31 H -1.706 -2.972 3.223  C25 1.090
32 H -3.114 -1.791 3.327  C25 1.090
33 H -3.132 -3.079 2.160  C25 1.090
34 H -4.380 -7.179 2.566  C30 1.090
35 H -2.798 -7.411 3.322  C30 1.090
36 H -2.922 -7.237 1.643  C30 1.090
37 C 2.356 3.245 -0.830  O38 1.372, H43 1.090, H44 1.090, H45 1.090
38 O 1.671 4.427 -0.955  C37 1.372, C39 1.396
39 C 2.142 5.644 -0.459  O38 1.396, O40 1.218, O41 1.358
40 O 3.263 5.734 0.009  C39 1.218
41 O 1.187 6.574 -0.717  C39 1.358, C42 1.434
42 C 1.276 7.806 0.011  O41 1.434, H46 1.090, H47 1.090, H48 1.090
43 H 1.689 2.408 -1.037  C37 1.090
44 H 2.885 3.230 0.123  C37 1.090
45 H 3.209 3.073 -1.486  C37 1.090
46 H 0.956 7.690 1.046  C42 1.090
47 H 0.643 8.643 -0.285  C42 1.090
48 H 2.312 8.134 0.091  C42 1.090
49 C 2.420 -3.115 -6.962  O50 1.429, H55 1.090, H56 1.090, H57 1.090
50 O 1.805 -2.492 -5.832  C49 1.429, C51 1.358
51 C 1.650 -1.143 -5.827  O50 1.358, O52 1.253, O53 1.328
52 O 2.170 -0.273 -6.563  C51 1.253
53 O 0.897 -0.854 -4.772  C51 1.328, C54 1.459
54 C 0.809 0.541 -4.356  O53 1.459, H58 1.090, H59 1.090, H60 1.090
55 H 2.189 -4.165 -7.146  C49 1.090
56 H 3.484 -3.232 -6.758  C49 1.090
57 H 2.178 -2.632 -7.909  C49 1.090
58 H 0.389 1.196 -5.119  C54 1.090
59 H 1.785 0.916 -4.047  C54 1.090
60 H 0.200 0.534 -3.452  C54 1.090
61 C -0.049 -7.482 2.785  O62 1.406, H67 1.090, H68 1.090, H69 1.090
62 O -0.227 -6.810 1.562  C61 1.406, C63 1.341
63 C -0.188 -5.475 1.445  O62 1.341, O64 1.219, O65 1.278
64 O 0.020 -4.667 2.333  C63 1.219
65 O -0.506 -5.218 0.234  C63 1.278, C66 1.482
66 C -0.262 -3.902 -0.402  O65 1.482, H70 1.090, H71 1.090, H72 1.090
67 H -0.086 -8.565 2.669  C61 1.090
68 H -0.790 -7.124 3.499  C61 1.090
69 H 0.951 -7.162 3.080  C61 1.090
70 H 0.737 -3.486 -0.270  C66 1.090
71 H -1.007 -3.204 -0.019  C66 1.090
72 H -0.449 -4.041 -1.467  C66 1.090
73 C 2.813 6.210 3.848  O74 1.448, H79 1.090, H80 1.090, H81 1.090
74 O 1.602 5.418 3.784  C73 1.448, C75 1.320
75 C 1.633 4.298 3.086  O74 1.320, O76 1.242, O77 1.415
76 O 2.646 3.684 2.715  C75 1.242
77 O 0.318 3.828 2.863  C75 1.415, C78 1.432
78 C 0.149 2.555 2.229  O77 1.432, H82 1.090, H83 1.090, H84 1.090
79 H 3.593 5.745 4.451  C73 1.090
80 H 2.537 7.170 4.284  C73 1.090
81 H 3.316 6.334 2.890  C73 1.090
82 H 0.746 2.463 1.322  C78 1.090
83 H -0.928 2.424 2.121  C78 1.090
84 H 0.518 1.712 2.814  C78 1.090
85 C 3.524 0.808 1.403  O86 1.427, H91 1.090, H92 1.090, H93 1.090
86 O 4.133 0.644 0.123  C85 1.427, C87 1.340
87 C 5.470 0.576 0.089  O86 1.340, O88 1.200, O89 1.311
88 O 6.202 0.764 1.021  C87 1.200
89 O 5.771 0.338 -1.165  C87 1.311, C90 1.415
90 C 7.079 0.541 -1.667  O89 1.415, H94 1.090, H95 1.090, H96 1.090
91 H 2.530 1.211 1.208  C85 1.090
92 H 4.054 1.599 1.935  C85 1.090
93 H 3.424 -0.083 2.023  C85 1.090
94 H 7.334 1.566 -1.935  C90 1.090
95 H 7.341 0.043 -2.600  C90 1.090
96 H 7.803 0.221 -0.917  C90 1.090
97 C -3.737 0.465 -4.151  N98 1.545, H101 1.090, H102 1.090, H103 1.090
98 N -3.120 1.426 -5.193  C97 1.545, O99 1.201, O100 1.267
99 O -2.455 0.981 -6.089  N98 1.201
100 O -3.321 2.670 -5.061  N98 1.267
101 H -2.869 0.217 -3.540  C97 1.090
102 H -4.051 -0.411 -4.719  C97 1.090
103 H -4.524 0.969 -3.589  C97 1.090
104 C -5.926 -2.046 -1.077  N105 1.456, H108 1.090, H109 1.090, H110 1.090
105 N -4.711 -2.380 -1.807  C104 1.456, O106 1.233, O107 1.258
106 O -4.796 -3.138 -2.776  N105 1.233
107 O -3.595 -1.967 -1.396  N105 1.258
108 H -5.664 -2.055 -0.019  C104 1.090
109 H -6.679 -2.808 -1.279  C104 1.090
110 H -6.245 -1.034 -1.326  C104 1.090
111 C -1.145 4.888 -2.782  N112 1.430, H115 1.090, H116 1.090, H117 1.090
112 N -0.969 3.571 -2.252  C111 1.430, O113 1.261, O114 1.277
113 O -1.034 3.498 -0.995  N112 1.261
114 O -0.742 2.575 -3.020  N112 1.277
115 H -0.540 4.932 -3.687  C111 1.090
116 H -0.863 5.615 -2.021  C111 1.090
117 H -2.198 5.032 -3.024  C111 1.090
118 C -0.931 0.102 -0.728  N119 1.495, H122 1.090, H123 1.090, H124 1.090
119 N -0.589 -0.336 0.660  C118 1.495, O120 1.217, O121 1.189
120 O -1.477 -0.909 1.262  N119 1.217
121 O 0.546 -0.262 1.005  N119 1.189
122 H -0.184 0.828 -1.052  C118 1.090
123 H -1.959 0.459 -0.779  C118 1.090
124 H -0.862 -0.742 -1.414  C118 1.090
125 C 3.949 -1.949 -2.530  N126 1.502, H129 1.090, H130 1.090, H131 1.090
126 N 2.870 -1.911 -1.486  C125 1.502, O127 1.210, O128 1.227
127 O 2.972 -2.587 -0.488  N126 1.210
128 O 1.962 -1.118 -1.715  N126 1.227
129 H 3.896 -2.942 -2.975  C125 1.090
130 H 4.784 -1.821 -1.840  C125 1.090
131 H 3.679 -1.166 -3.238  C125 1.090

Löwdin population analysis, charges in e, atoms 1 to 8: C -0.06; O 0.01; C -0.52; O 0.09; O -0.02; C -0.04; H 0.10; H 0.11